C24H17N10O2OsSSe | ωB97M-V/def2-TZVPD

```
! wB97M-V def2-TZVPD RIJCOSX def2/J DEFGRID3
* xyz 3 1
Os -0.37 0.93 0.26
N -2.17 4.84 0.37
C -1.78 3.59 0.58
S -0.71 2.88 -0.69
N -2.12 2.94 1.66
N -1.66 1.66 1.68
C -1.97 0.92 2.69
C -1.50 -0.45 2.65
C -1.80 -1.37 3.64
C -1.38 -2.69 3.47
C -0.68 -3.03 2.32
C -0.40 -2.05 1.38
N -0.78 -0.78 1.54
H -1.92 5.34 -0.47
H -2.80 5.29 1.03
H -2.60 1.31 3.49
H -2.38 -1.07 4.50
H -1.60 -3.43 4.22
H -0.36 -4.04 2.14
H 0.15 -2.27 0.48
O -1.89 -3.35 -5.21
N -0.80 -2.83 -5.34
O -0.02 -3.01 -6.23
C -0.35 -1.92 -4.24
C 0.92 -1.47 -4.34
C 1.48 -0.61 -3.34
C 2.77 -0.07 -3.39
C 3.18 0.78 -2.39
C 2.32 1.06 -1.33
N 1.10 0.54 -1.24
C 0.68 -0.27 -2.25
C -0.66 -0.73 -2.16
N -1.36 -0.30 -1.07
C -2.63 -0.67 -0.93
C -3.27 -1.47 -1.86
C -2.58 -1.92 -2.97
C -1.22 -1.56 -3.14
H 1.51 -1.77 -5.19
H 3.43 -0.30 -4.22
H 4.16 1.24 -2.41
H 2.62 1.74 -0.54
H -3.15 -0.30 -0.05
H -4.31 -1.73 -1.72
H -3.07 -2.54 -3.70
Se 3.74 -1.74 1.67
N 4.13 -0.55 2.89
C 3.22 0.41 2.83
C 3.20 1.56 3.66
C 2.20 2.45 3.46
C 1.23 2.22 2.46
N 1.21 1.17 1.65
C 2.21 0.22 1.82
N 2.30 -0.87 1.09
H 3.96 1.69 4.42
H 2.11 3.36 4.04
H 0.45 2.97 2.32
*
```

Kohn-Sham gap = 6.087 eV
energy above the lowest of the compared OMol25 structures with the same formula, charge and spin = 0.0 kcal per mole

C24H17N3O3 | ωB97M-V/def2-TZVPD

```
! wB97M-V def2-TZVPD RIJCOSX def2/J DEFGRID3
* xyz 0 1
O 2.71 2.55 -0.04
O -0.51 0.83 4.34
N -0.72 0.62 -0.55
O -0.05 -2.21 1.20
C 1.68 1.90 -0.30
C -0.05 0.36 3.28
C 0.11 0.26 0.37
C -2.00 -2.55 -3.56
C -1.12 2.56 -3.56
C 0.20 3.04 -3.71
C 3.69 0.66 3.92
C 4.21 0.23 2.76
C -2.96 -2.32 -2.73
C -0.70 -2.78 -3.10
C -1.39 1.67 -2.41
C 1.08 3.00 -2.65
C 2.29 0.68 4.16
C 3.36 0.23 1.67
C -2.69 -2.03 -1.39
C -0.36 -2.50 -1.77
C -0.41 1.51 -1.50
C 0.78 2.21 -1.53
C 1.38 0.45 3.07
C 2.03 0.58 1.76
C -1.41 -2.27 -0.93
N 1.38 0.77 0.49
N -0.95 -0.43 2.57
C -2.43 -0.29 2.83
C -1.22 -1.98 0.48
C -0.40 -0.87 1.27
H -2.18 -2.77 -4.55
H -1.86 2.48 -4.35
H 0.55 3.25 -4.66
H 4.29 0.72 4.88
H 5.28 -0.09 2.64
H -3.92 -2.38 -3.16
H 0.12 -3.00 -3.78
H -2.39 1.27 -2.29
H 2.07 3.39 -2.73
H 1.98 0.75 5.22
H 3.87 0.15 0.69
H -3.52 -1.89 -0.69
H 0.70 -2.46 -1.39
H -2.74 0.69 2.54
H -3.02 -1.00 2.28
H -2.80 -0.53 3.88
H -1.94 -2.48 1.03
*
```

SMILES = CN1C(=O)c2ccccc2-n2c(nc3ccccc3c2=O)[C@@]12O[C@@H]2c1ccccc1
Kohn-Sham gap = 8.586 eV
energy above the lowest of the compared OMol25 structures with the same formula, charge and spin = 1.0 kcal per mole